ORCA calculation (ωB97M-V with the def2-TZVPD basis set) on one molecule with the formula C4H7NOS2 in a non-equilibrium geometry.

Last column: Mulliken charge in e.
Element x y z (Å)
1 C -2.6805 -0.6633 0.9845  -0.48
2 C 0.2041 -1.5616 -0.6190  -0.52
3 C 1.1685 -0.3624 -0.5969  -0.06
4 C -0.0459 0.5150 -0.3168  -0.07
5 H -2.2510 -1.4825 1.5062  0.24
6 H -3.7063 -0.8765 0.8393  0.27
7 H -2.4865 0.3308 1.4399  0.21
8 H 0.0508 -1.9805 -1.6190  0.26
9 H 0.3690 -2.2423 0.2215  0.25
10 H 1.6730 -0.1180 -1.5411  0.26
11 H 1.8155 -0.4509 1.6132  0.12
12 N -0.8291 -0.5470 -0.3667  0.39
13 O -2.1832 -0.6939 -0.4073  -0.34
14 S 2.5847 -0.3308 0.5010  -0.18
15 S -0.3392 2.1204 -0.0851  -0.35

Summary:
- Molecular weight: 149.24 g/mol
- Charge: 0
- SMILES: CON1C[C@H](S)C1=S
- E: -1082.87662 a.u.
- Max |F|: 0.0380 Eh/bohr
- Energy above the lowest of the compared OMol25 structures with the same formula, charge and spin: 74.2 kcal/mol

---

ORCA calculation (ωB97M-V with the def2-TZVPD basis set) on a 2-piece molecular cluster, C5H12O2S2 overall in a non-equilibrium geometry.

Last column: Mulliken charge in e.
Element x y z (Å)
1 C 2.6500 -0.9353 -0.8929  -0.42
2 C 2.8317 0.1185 0.1530  0.00
3 O 3.7996 0.7857 0.1340  -0.44
4 C 1.0735 -1.1204 -1.1753  -0.48
5 S 0.4667 -2.3364 0.1157  -0.11
6 S -0.8751 -1.3565 1.2329  -0.06
7 C -2.1406 -0.6858 0.0032  -0.55
8 C -1.9769 0.7962 -0.0853  -0.82
9 H 3.0296 -0.6782 -1.8698  0.27
10 H 3.2514 -1.9451 -0.6564  0.29
11 H 2.1598 0.3504 1.0574  0.34
12 H 0.8776 -1.5045 -2.1665  0.40
13 H 0.5616 -0.0927 -1.1409  0.10
14 H -3.0466 -1.1151 0.3648  0.46
15 H -2.0400 -1.2697 -1.0310  0.26
16 H -2.3952 1.2608 0.8436  0.13
17 H -2.5183 1.3001 -0.9798  0.31
18 H -0.9492 1.3286 -0.3487  0.18
19 H -2.2973 1.9660 2.1990  0.41
20 H -0.7760 2.4150 2.0095  0.33
21 O -1.6864 2.7186 2.2334  -0.63

Summary:
- Molecular weight: 168.28 g/mol
- Charge: 0
- SMILES: CCSSCCC=O.O
- E: -1144.47764 a.u.
- Max |F|: 0.0757 Eh/bohr
- Energy above the lowest of the compared OMol25 structures with the same formula, charge and spin: 74.0 kcal/mol

---

ORCA calculation (ωB97M-V with the def2-TZVPD basis set) on C12H28BCs2O6S3 as an isolated structure in a non-equilibrium geometry.

Last column: Mulliken charge in e.
Element x y z (Å)
1 Cs -9.3045 10.4328 -8.3564  1.04
2 Cs -8.7909 7.5347 -3.8930  1.12
3 B -9.9364 10.1643 -5.3790  0.98
4 H -9.8486 9.0947 -5.8123  -0.69
5 H -9.0776 10.7881 -5.9084  -0.33
6 H -10.9738 10.6480 -5.7723  -0.41
7 H -9.9497 10.3135 -4.1916  -0.52
8 C -13.9849 12.8135 -5.4248  -0.29
9 C -14.1049 11.7445 -6.4962  0.04
10 C -15.4918 11.1474 -6.3283  -0.98
11 S -16.5296 12.6202 -6.1157  1.17
12 O -17.3714 12.3994 -4.9677  -0.66
13 O -17.0385 13.0618 -7.3765  -0.66
14 C -15.1879 13.7186 -5.5970  -0.86
15 H -13.0214 13.3239 -5.4596  0.48
16 H -14.0035 12.3231 -4.4449  -0.03
17 H -13.3612 10.9564 -6.3693  -0.37
18 H -14.0723 12.1546 -7.5088  0.40
19 H -15.6357 10.6543 -5.3664  0.37
20 H -15.8293 10.5482 -7.1682  0.54
21 H -15.5866 14.2133 -4.7153  0.42
22 H -15.0807 14.4396 -6.4065  0.36
23 C -13.8195 6.1088 -7.3418  -0.76
24 C -13.6041 7.2272 -6.2861  -0.52
25 C -12.1109 7.3294 -6.0498  -0.01
26 S -11.6033 7.5342 -7.7843  1.13
27 O -10.2019 7.1659 -7.9288  -0.77
28 O -12.1241 8.7112 -8.4366  -0.62
29 C -12.5915 6.0972 -8.2501  -0.75
30 H -14.6810 6.4186 -7.9396  0.32
31 H -14.1343 5.1403 -6.9595  0.33
32 H -14.2026 7.1630 -5.3794  0.56
33 H -13.9465 8.1391 -6.7798  0.08
34 H -11.6194 6.4627 -5.6136  0.28
35 H -11.8216 8.2670 -5.5728  -0.09
36 H -11.8978 5.2716 -8.0901  0.33
37 H -12.7883 6.1360 -9.3201  0.47
38 C -12.9080 11.3328 -0.1914  -0.69
39 C -12.4589 12.1431 -1.4257  -0.61
40 C -11.7868 11.1912 -2.4341  -0.25
41 S -11.7168 9.5955 -1.6235  1.06
42 O -10.4386 8.9619 -1.8665  -0.67
43 O -12.9417 8.8804 -1.8772  -0.66
44 C -11.8438 10.2814 0.0205  -0.72
45 H -13.8586 10.8431 -0.3929  0.33
46 H -12.9842 12.0100 0.6563  0.39
47 H -11.6606 12.7856 -1.0488  0.33
48 H -13.2138 12.7783 -1.8802  0.31
49 H -10.7431 11.4884 -2.5346  0.30
50 H -12.1490 11.0379 -3.4477  0.04
51 H -10.8542 10.6173 0.3246  0.34
52 H -12.2119 9.4879 0.6705  0.40

Summary:
- Molecular weight: 641.17 g/mol
- Charge: +1
- E: -2184.92564 a.u.
- Max |F|: 0.0542 Eh/bohr
- Energy above the lowest of the compared OMol25 structures with the same formula, charge and spin: 0.0 kcal/mol

---

ORCA calculation (ωB97M-V with the def2-TZVPD basis set) on one molecule with the formula C4H7NO2.

Last column: Mulliken charge in e.
Element x y z (Å)
1 O 0.0149 -2.1814 -0.3643  -0.54
2 C 0.6517 -1.0621 0.1939  0.31
3 C 0.7927 0.0564 -0.8595  -0.73
4 N -0.0311 0.9137 -0.0030  0.05
5 C -0.2509 -0.1065 1.0161  -0.63
6 C -0.9074 1.8935 -0.3348  0.06
7 O -1.8298 2.2461 0.3732  -0.56
8 H -0.2919 -2.7491 0.3527  0.31
9 H 1.5904 -1.3314 0.6957  0.28
10 H 1.8054 0.4355 -1.0291  0.25
11 H 0.3254 -0.2188 -1.8112  0.32
12 H 0.1121 0.1746 2.0100  0.26
13 H -1.2980 -0.4243 1.0779  0.30
14 H -0.6835 2.3538 -1.3176  0.33

Summary:
- Molecular weight: 101.10 g/mol
- Charge: 0
- SMILES: O=CN1CC(O)C1
- E: -361.82003 a.u.
- Max |F|: 0.0078 Eh/bohr
- Energy above the lowest of the compared OMol25 structures with the same formula, charge and spin: 38.2 kcal/mol

---

ORCA calculation (ωB97M-V with the def2-TZVPD basis set) on a 5-piece molecular cluster, CH12O5 overall in a non-equilibrium geometry.

Last column: Mulliken charge in e.
Element x y z (Å)
1 C 0.0020 1.4541 1.7624  -0.53
2 O 0.3756 1.1550 0.3948  -0.25
3 H -1.0530 1.7319 1.7339  0.37
4 H 0.6251 2.2579 2.1547  0.30
5 H 0.3009 0.6115 2.4105  0.35
6 H -0.4198 0.6178 0.0784  0.50
7 H 1.6283 -0.6559 -1.3267  0.43
8 H 0.8055 -1.6061 -2.3354  0.36
9 O 1.0076 -0.6998 -2.0845  -0.74
10 H -2.7322 -1.2633 0.3539  0.29
11 H -1.7853 -2.2240 0.8797  0.30
12 O -2.4913 -2.1988 0.2209  -0.59
13 H 1.7383 0.0896 0.6836  0.35
14 H 3.1200 0.3725 -0.0142  0.37
15 O 2.4068 -0.2663 0.0791  -0.66
16 H -0.3876 0.0172 -1.6871  0.44
17 H -1.8638 0.3724 -2.0285  0.32
18 O -1.2769 0.2344 -1.2756  -0.62

Summary:
- Molecular weight: 104.10 g/mol
- Charge: +1
- E: -421.08248 a.u.
- Max |F|: 0.0378 Eh/bohr
- Spin multiplicity: 2
- Energy above the lowest of the compared OMol25 structures with the same formula, charge and spin: 15.2 kcal/mol

---

ORCA calculation (ωB97M-V with the def2-TZVPD basis set) on C3H4ErLiO3 as an isolated structure in a non-equilibrium geometry.

Last column: Mulliken charge in e.
Element x y z (Å)
1 C 1.1883 0.6909 2.0836  -0.74
2 C -0.0352 0.2142 2.4140  -0.66
3 H 1.3344 1.6024 1.4964  0.47
4 H -0.5802 1.1921 2.2372  0.40
5 H -0.1183 -0.6548 3.0742  0.49
6 O -0.8977 0.0646 -2.1592  -0.71
7 C -0.5334 -1.0096 -2.7344  1.24
8 O 0.0291 -1.9225 -2.0963  -0.53
9 O -0.7398 -1.1465 -4.0004  -0.06
10 Li -1.6914 1.7156 -2.5815  0.96
11 Er -0.0523 -0.8761 -0.0584  1.70
12 H 2.0965 0.1297 2.3247  0.43

Summary:
- Molecular weight: 262.26 g/mol
- Charge: +3
- E: -1363.76180 a.u.
- Max |F|: 0.0540 Eh/bohr
- Spin multiplicity: 5
- Energy above the lowest of the compared OMol25 structures with the same formula, charge and spin: 0.0 kcal/mol

---

ORCA calculation (ωB97M-V with the def2-TZVPD basis set) on a 2-piece molecular cluster, C4H10NO2 overall in a non-equilibrium geometry.

Last column: Mulliken charge in e.
Element x y z (Å)
1 O -0.3516 2.0392 -2.7343  -0.54
2 C -1.1169 1.2427 -2.1929  -0.02
3 C -0.6546 0.2583 -1.1181  -0.14
4 N -1.6260 0.1149 -0.0154  -0.84
5 H -2.1872 1.3280 -2.4330  0.39
6 H -0.4731 -0.7379 -1.5687  0.22
7 H 0.3506 0.5157 -0.7589  0.13
8 H -1.0293 -0.6195 0.6395  0.46
9 H -1.7075 0.9980 0.4805  0.22
10 C 1.0131 -0.6166 1.8427  -0.02
11 O 0.2481 -1.3629 0.9626  -0.83
12 C 2.1527 -1.3881 2.4646  -1.17
13 H 0.3182 -0.2081 2.6606  0.12
14 H 1.3928 0.3400 1.3463  0.13
15 H 2.7579 -0.6646 3.1007  0.32
16 H 2.6794 -1.9465 1.7325  0.33
17 H 1.7417 -2.1976 3.1046  0.24

Summary:
- Molecular weight: 104.13 g/mol
- Charge: -1
- E: -363.61085 a.u.
- Max |F|: 0.0444 Eh/bohr
- Energy above the lowest of the compared OMol25 structures with the same formula, charge and spin: 71.3 kcal/mol

---

ORCA calculation (ωB97M-V with the def2-TZVPD basis set) on one molecule with the formula CH6N2P2 in a non-equilibrium geometry.

Last column: Mulliken charge in e.
Element x y z (Å)
1 C -1.8507 -1.3908 -0.6303  -0.74
2 N -0.6725 -0.6024 -0.3852  -0.04
3 N 2.4892 1.2985 1.4617  -0.68
4 P 0.4550 -0.9034 0.6763  -0.01
5 P 1.2398 1.0602 0.5258  0.20
6 H -2.5533 -0.5439 -0.8202  0.25
7 H -2.0894 -2.1988 -0.0250  0.34
8 H -1.8505 -1.9339 -1.5220  0.30
9 H 3.1139 2.0433 1.1959  0.22
10 H 1.4513 1.0661 -0.8867  0.08
11 H 0.2672 2.1051 0.4095  0.09

Summary:
- Molecular weight: 108.02 g/mol
- Charge: 0
- E: -833.73678 a.u.
- Max |F|: 0.0757 Eh/bohr
- Spin multiplicity: 3
- Energy above the lowest of the compared OMol25 structures with the same formula, charge and spin: 32.6 kcal/mol